{
  "formula": "C17H26N2OS2",
  "method": "ωB97M-V/def2-TZVPD",
  "relative_energy_kcal_mol": 0.0,
  "energy_ev": -44749.4739,
  "homo_energy_ev": -7.75,
  "orbital_gap_ev": 8.38,
  "elements": ["C", "H", "C", "C", "C", "C", "C", "C", "C", "H", "H", "S", "O", "C", "C", "N", "H", "H", "C", "C", "C", "C", "N", "C", "S", "C", "H", "H", "H", "H", "C", "H", "H", "H", "H", "H", "H", "H", "H", "H", "H", "H", "H", "H", "H", "H", "H", "H"],
  "positions_angstrom": [[-7.385848, -0.878906, 0.635011], [-7.835622, -1.151945, -0.317341], [-5.873361, -0.756318, 0.494698], [-5.488399, 0.305251, -0.533956], [-3.980342, 0.538936, -0.629504], [-3.226707, -0.660771, -1.201006], [-1.757779, -0.361794, -1.504832], [-0.931452, 0.091531, -0.299790], [-0.906367, -0.923442, 0.824103], [-1.899075, -1.092608, 1.237711], [-0.464503, -1.872459, 0.526666], [0.114049, -0.309470, 2.245688], [-0.240401, 1.113403, 2.409666], [1.685626, -0.317500, 1.384077], [2.426048, 0.759535, 0.978959], [1.926847, 2.038747, 0.945970], [2.590444, 2.777051, 1.111773], [1.063581, 2.128307, 1.475554], [3.717541, 0.356846, 0.479164], [4.779276, 1.091225, -0.075799], [5.902460, 0.382281, -0.463117], [5.972241, -1.007049, -0.314144], [4.970859, -1.705821, 0.189775], [3.897045, -1.040657, 0.565825], [2.510570, -1.853152, 1.221906], [7.188665, -1.769813, -0.730146], [7.374322, -1.632317, -1.794191], [7.041093, -2.825523, -0.524738], [8.061961, -1.414402, -0.185712], [6.743112, 0.904729, -0.895121], [4.723876, 2.575400, -0.261367], [5.573561, 2.911492, -0.851172], [3.806412, 2.863131, -0.771134], [4.763211, 3.082694, 0.703229], [0.092709, 0.275868, -0.635140], [-1.321612, 1.032782, 0.090940], [-1.705534, 0.422658, -2.263538], [-1.299613, -1.260186, -1.926706], [-3.290499, -1.503395, -0.511773], [-3.709141, -0.966384, -2.133119], [-3.599070, 0.780330, 0.364106], [-3.800286, 1.403405, -1.273678], [-5.873260, 0.013394, -1.514311], [-5.970370, 1.246741, -0.258495], [-5.465074, -1.723909, 0.197818], [-5.440379, -0.492424, 1.462546], [-7.642944, -1.641435, 1.366757], [-7.817883, 0.065941, 0.957892]],
  "atomic_forces_ev_per_a": [[0.23, -0.08, 0.07], [-0.10, -0.02, -0.08], [-0.21, 0.15, -0.21], [0.25, -0.04, 0.27], [-0.20, -0.24, -0.20], [0.15, 0.28, -0.02], [-0.07, -0.12, 0.17], [0.01, 0.05, -0.14], [0.30, 0.40, 0.43], [-0.06, -0.09, 0.11], [0.01, -0.17, -0.01], [0.38, -0.90, -1.13], [-0.41, 0.92, 0.41], [0.01, -0.34, 0.34], [-0.63, -0.40, 0.07], [0.02, 0.49, -0.03], [-0.02, -0.03, 0.01], [0.06, 0.09, -0.03], [0.34, -0.49, -0.03], [0.06, -0.15, -0.02], [-0.19, 0.05, 0.08], [-0.06, 0.07, 0.01], [0.12, -0.51, -0.01], [-0.33, 0.58, 0.09], [0.05, 0.15, 0.00], [0.03, 0.03, -0.01], [0.08, -0.02, -0.08], [0.03, -0.04, -0.01], [0.11, -0.01, 0.00], [0.08, 0.08, -0.05], [0.02, 0.01, -0.04], [0.01, 0.06, 0.00], [-0.02, 0.09, -0.01], [-0.01, 0.09, 0.03], [-0.01, 0.06, 0.06], [0.07, 0.02, -0.02], [0.03, -0.03, -0.07], [0.05, 0.02, -0.10], [-0.06, -0.11, -0.01], [-0.06, -0.09, 0.02], [0.06, 0.12, 0.06], [0.09, 0.07, 0.04], [-0.07, 0.04, -0.07], [-0.09, 0.02, -0.05], [0.08, -0.03, 0.07], [0.10, -0.04, 0.03], [-0.12, -0.05, 0.05], [-0.09, 0.08, 0.03]],
  "nbo_charge": [-0.599, 0.200, -0.395, -0.386, -0.397, -0.400, -0.381, -0.431, -0.586, 0.222, 0.225, 1.308, -1.004, -0.548, 0.175, -0.810, 0.377, 0.428, -0.172, 0.082, -0.279, 0.243, -0.450, 0.086, 0.391, -0.644, 0.222, 0.236, 0.222, 0.212, -0.648, 0.223, 0.235, 0.220, 0.221, 0.224, 0.203, 0.199, 0.192, 0.203, 0.196, 0.200, 0.191, 0.199, 0.193, 0.193, 0.207, 0.200]
}